*i*
C21H56O7 | ωB97M-V/def2-TZVPD

Each line ends with the Löwdin charge.
Cartesian coordinates (Å):
C (-15.302, -0.379, 41.910)  -0.04
C (-15.165, -1.850, 42.267)  -0.48
C (-14.212, -2.626, 41.370)  -0.05
O (-14.855, -1.953, 43.667)  -0.06
H (-16.355, -0.103, 42.063)  0.09
H (-15.147, -0.199, 40.845)  0.07
H (-14.759, 0.367, 42.481)  0.05
H (-16.166, -2.287, 42.156)  0.13
H (-13.180, -2.292, 41.468)  0.08
H (-14.562, -2.444, 40.354)  0.07
H (-14.302, -3.688, 41.605)  0.08
H (-14.673, -2.874, 43.874)  0.08
C (-15.595, 4.674, 44.092)  -0.05
C (-15.367, 3.391, 44.852)  -0.44
C (-16.515, 3.158, 45.822)  -0.06
O (-15.413, 2.319, 43.869)  -0.10
H (-15.767, 5.482, 44.809)  0.08
H (-16.421, 4.649, 43.385)  0.09
H (-14.713, 5.020, 43.539)  0.08
H (-14.397, 3.399, 45.348)  0.14
H (-17.464, 3.011, 45.314)  0.09
H (-16.619, 4.008, 46.505)  0.08
H (-16.325, 2.313, 46.493)  0.08
H (-15.298, 1.483, 44.335)  0.09
C (-10.815, 0.735, 42.937)  -0.05
C (-11.478, 1.961, 43.549)  -0.52
C (-10.862, 2.338, 44.900)  -0.05
O (-11.408, 3.068, 42.679)  -0.06
H (-10.841, -0.084, 43.665)  0.08
H (-9.775, 0.948, 42.692)  0.08
H (-11.389, 0.370, 42.084)  0.07
H (-12.527, 1.700, 43.757)  0.12
H (-11.572, 2.950, 45.461)  0.06
H (-10.011, 2.994, 44.700)  0.08
H (-10.580, 1.475, 45.496)  0.07
H (-12.299, 3.168, 42.302)  0.04
C (-14.223, 9.028, 36.221)  -0.06
C (-14.240, 7.635, 35.627)  -0.50
C (-13.750, 6.608, 36.630)  -0.06
O (-15.558, 7.247, 35.239)  -0.05
H (-15.060, 9.170, 36.909)  0.09
H (-14.277, 9.810, 35.458)  0.08
H (-13.299, 9.212, 36.772)  0.06
H (-13.570, 7.612, 34.757)  0.13
H (-14.338, 6.669, 37.547)  0.08
H (-12.744, 6.921, 36.938)  0.06
H (-13.663, 5.602, 36.231)  0.08
H (-15.997, 8.014, 34.859)  0.08
C (-14.668, 0.680, 37.066)  -0.05
C (-13.173, 0.484, 36.946)  -0.47
C (-12.604, -0.249, 38.155)  -0.06
O (-12.987, -0.377, 35.797)  -0.07
H (-15.112, 0.921, 36.103)  0.08
H (-14.822, 1.533, 37.737)  0.05
H (-15.207, -0.161, 37.499)  0.08
H (-12.653, 1.433, 36.807)  0.13
H (-13.299, -1.021, 38.484)  0.06
H (-12.446, 0.451, 38.985)  0.08
H (-11.631, -0.699, 37.962)  0.08
H (-12.110, -0.242, 35.429)  0.08
C (-13.667, 4.014, 39.423)  -0.03
C (-14.508, 3.826, 40.680)  -0.46
C (-15.943, 3.437, 40.366)  -0.04
O (-13.901, 2.827, 41.517)  -0.08
H (-13.692, 5.072, 39.163)  0.05
H (-14.040, 3.421, 38.590)  0.06
H (-12.624, 3.754, 39.607)  0.09
H (-14.507, 4.786, 41.214)  0.12
H (-15.980, 2.592, 39.672)  0.07
H (-16.498, 4.258, 39.905)  0.09
H (-16.498, 3.127, 41.256)  0.07
H (-14.568, 2.586, 42.181)  0.04
C (-10.948, 8.900, 38.713)  -0.06
C (-10.378, 8.079, 39.860)  -0.48
C (-10.921, 6.664, 39.877)  -0.06
O (-8.935, 8.009, 39.694)  -0.06
H (-10.263, 9.702, 38.432)  0.08
H (-11.934, 9.288, 38.952)  0.08
H (-10.944, 8.268, 37.818)  0.07
H (-10.573, 8.557, 40.825)  0.13
H (-10.681, 6.166, 38.932)  0.09
H (-12.016, 6.637, 39.896)  0.07
H (-10.512, 6.096, 40.710)  0.08
H (-8.535, 8.299, 40.517)  0.08

Results
Structure (SMILES): CC(C)O.CC(C)O.CC(C)O.CC(C)O.CC(C)O.CC(C)O.CC(C)O
Net charge: 0



*ii*
C21H56O7 | ωB97M-V/def2-TZVPD

Each line ends with the Löwdin charge.
Cartesian coordinates (Å):
C (1.613, 8.443, 1.806)  -0.07
C (2.069, 7.024, 2.136)  -0.53
C (0.916, 6.276, 2.767)  -0.07
O (2.400, 6.518, 0.901)  -0.05
H (2.207, 8.886, 1.007)  0.08
H (1.514, 9.113, 2.660)  0.08
H (0.678, 8.402, 1.247)  0.08
H (2.940, 6.953, 2.788)  0.14
H (1.264, 5.297, 3.095)  0.08
H (0.110, 6.080, 2.059)  0.08
H (0.584, 6.817, 3.653)  0.08
H (1.652, 6.662, 0.316)  0.09
C (-3.550, -5.894, -0.191)  -0.07
C (-4.132, -5.158, 1.021)  -0.46
C (-5.440, -4.375, 0.752)  -0.06
O (-4.365, -6.043, 2.160)  -0.06
H (-4.264, -6.631, -0.559)  0.08
H (-2.639, -6.420, 0.095)  0.08
H (-3.193, -5.256, -0.999)  0.08
H (-3.367, -4.421, 1.266)  0.12
H (-6.007, -5.032, 0.092)  0.07
H (-5.376, -3.399, 0.270)  0.07
H (-6.042, -4.266, 1.654)  0.07
H (-4.837, -6.818, 1.847)  0.08
C (0.807, 6.530, -5.074)  -0.07
C (-0.536, 6.963, -4.599)  -0.51
C (-1.692, 6.384, -5.387)  -0.06
O (-0.634, 6.580, -3.195)  -0.06
H (1.518, 7.128, -4.504)  0.09
H (0.798, 6.683, -6.154)  0.08
H (0.977, 5.458, -4.969)  0.09
H (-0.567, 8.049, -4.692)  0.13
H (-1.695, 5.294, -5.394)  0.08
H (-1.681, 6.681, -6.436)  0.08
H (-2.585, 6.727, -4.865)  0.08
H (-1.535, 6.823, -2.970)  0.07
C (5.667, -3.239, -3.899)  -0.05
C (4.591, -3.593, -4.985)  -0.48
C (5.193, -4.404, -6.146)  -0.07
O (3.541, -4.409, -4.480)  -0.05
H (6.464, -2.649, -4.351)  0.07
H (6.126, -4.117, -3.445)  0.08
H (5.332, -2.551, -3.123)  0.07
H (4.218, -2.677, -5.443)  0.12
H (5.810, -3.808, -6.817)  0.07
H (4.373, -4.739, -6.782)  0.07
H (5.744, -5.257, -5.748)  0.08
H (3.087, -3.921, -3.788)  0.09
C (0.149, 0.566, -0.311)  -0.05
C (0.265, -0.369, -1.523)  -0.55
C (0.704, 0.295, -2.830)  -0.04
O (1.119, -1.361, -1.140)  -0.04
H (1.094, 1.096, -0.194)  0.08
H (-0.047, 0.037, 0.621)  0.08
H (-0.605, 1.303, -0.590)  0.08
H (-0.713, -0.814, -1.706)  0.13
H (0.033, 1.124, -3.057)  0.08
H (0.607, -0.397, -3.667)  0.07
H (1.730, 0.657, -2.762)  0.08
H (1.111, -1.479, -0.187)  0.09
C (4.487, -4.464, 4.426)  -0.07
C (3.862, -4.439, 3.043)  -0.50
C (3.727, -5.818, 2.395)  -0.06
O (2.545, -3.946, 3.069)  -0.06
H (4.148, -5.301, 5.036)  0.08
H (4.227, -3.551, 4.962)  0.08
H (5.568, -4.589, 4.370)  0.08
H (4.486, -3.783, 2.437)  0.14
H (4.541, -6.472, 2.709)  0.07
H (3.758, -5.705, 1.312)  0.08
H (2.823, -6.333, 2.719)  0.08
H (2.038, -4.418, 3.733)  0.09
C (-5.028, 0.646, 4.330)  -0.08
C (-6.349, 0.245, 4.974)  -0.48
C (-6.100, -0.936, 5.956)  -0.06
O (-6.864, 1.347, 5.707)  -0.05
H (-4.297, 1.087, 5.008)  0.08
H (-5.144, 1.397, 3.548)  0.08
H (-4.604, -0.236, 3.850)  0.08
H (-7.014, -0.063, 4.167)  0.14
H (-5.764, -1.854, 5.473)  0.07
H (-7.014, -1.117, 6.521)  0.07
H (-5.394, -0.721, 6.758)  0.07
H (-6.141, 1.672, 6.249)  0.08

Results
Structure (SMILES): CC(C)O.CC(C)O.CC(C)O.CC(C)O.CC(C)O.CC(C)O.CC(C)O
Net charge: 0



Energy comparison, zero being the most stable, in kcal/mol: *i* 0.0; *ii* 37.5.



*i*
H2INS | ωB97M-V/def2-TZVPD

Each line ends with the Löwdin charge.
Cartesian coordinates (Å):
N (-1.076, 1.103, -0.475)  -0.47
S (-0.391, 1.778, 0.751)  0.57
H (-1.292, 0.192, -0.296)  -0.12
I (1.151, -2.326, 0.038)  0.35
H (1.608, -0.747, -0.019)  -0.33

Results
Structure (SMILES): N=S.I
Net charge: 0



*ii*
H2INS | ωB97M-V/def2-TZVPD

Each line ends with the Löwdin charge.
Cartesian coordinates (Å):
N (-0.635, 0.156, 1.036)  -0.57
S (0.029, -0.438, -0.226)  0.21
I (1.363, 1.182, -1.629)  0.22
H (0.247, -0.216, 2.052)  0.17
H (-1.003, -0.683, -1.232)  -0.03

Results
Net charge: 0



Energy comparison, zero being the most stable, in kcal/mol: *i* 0.0; *ii* 24.6.